The following is a quantum chemistry calculation of a 10-piece molecular cluster, C48H122N6O16 overall in a non-equilibrium geometry, from OMol25.

Values from the calculation:
relative energy (zero: lowest compared OMol25 entry of this formula, charge and spin): 169.2 kcal per mole
net charge: 0
HOMO-LUMO gap: 8.78 eV

Bonds (Å) are listed after each position.
CARTESIAN COORDINATES (ANGSTROEM)
1 H -6.309 -2.559 -2.463  C111 1.090
2 H 0.065 2.385 2.823  C131 1.090
3 H -6.755 -0.192 0.304  N36 1.010
4 C 7.645 -3.442 1.367  C27 1.545, N31 1.511, H164 1.090, H168 1.090
5 C -2.045 -2.059 -2.534  H113 1.090, O120 1.467, H127 1.090, C178 1.618
6 H -2.355 5.038 -2.912  N13 1.010
7 H 5.608 4.850 3.975  N16 1.010
8 C -2.974 -3.290 -9.172  H37 1.090, C73 1.524, H169 1.090, H179 1.090
9 H -3.267 -3.892 -4.232  C171 1.090
10 C 6.318 -2.458 3.204  N31 1.518, H39 1.090, H66 1.090, C105 1.497
11 C 9.638 7.308 2.146  H90 1.090, O129 1.430, H143 1.090, H177 1.090
12 C -1.376 -1.590 -8.528  C73 1.490, H108 1.090, H139 1.090, H140 1.090
13 N -1.653 4.341 -3.117  H6 1.010, C22 1.457, C135 1.452
14 H -7.370 -2.824 -5.530  C156 1.090
15 H -2.277 0.069 -1.893  C178 1.090
16 N 5.554 5.132 3.006  H7 1.010, C96 1.449, C106 1.480
17 H -6.007 1.971 2.018  C64 1.090
18 C -9.012 0.317 0.034  H48 1.090, H68 1.090, O83 1.369, C119 1.541
19 H -2.785 2.845 2.095  C141 1.090
20 H -5.425 4.522 -2.219  C78 1.090
21 H 3.426 -0.496 3.356  C174 1.090
22 C -1.161 3.965 -1.799  N13 1.457, H76 1.090, C107 1.568, H185 1.090
23 H -2.496 1.584 3.392  C141 1.090
24 H -5.506 -3.290 2.591  C142 1.090
25 H 8.541 -6.227 -1.612  C153 1.090
26 H 3.772 3.263 3.411  C75 1.090
27 C 8.096 -4.700 0.590  C4 1.545, O114 1.376, H134 1.090, H152 1.090
28 H 7.558 0.960 7.920  C53 1.090
29 O 4.174 -0.426 5.195  C115 1.414, C174 1.383
30 H 7.951 6.348 4.176  C191 1.090
31 N 6.540 -3.702 2.363  C4 1.511, C10 1.518, H33 1.010
32 H -4.430 0.523 -0.065  C125 1.090
33 H 5.753 -3.758 1.733  N31 1.010
34 H -1.888 -9.085 -3.348  C124 1.090
35 H -0.615 5.605 -8.463  C159 1.090
36 N -6.766 0.757 0.648  H3 1.010, C64 1.392, C119 1.403
37 H -3.911 -3.612 -9.627  C8 1.090
38 O 7.863 3.427 6.582  C77 1.436, C154 1.444
39 H 7.130 -2.277 3.908  C10 1.090
40 H -0.056 0.756 3.274  C131 1.090
41 O -2.333 -2.205 2.746  H69 0.960, C118 1.370
42 H 2.220 0.011 4.623  C174 1.090
43 H 5.534 -0.194 0.104  C52 1.090
44 H -2.643 2.611 -1.102  C107 1.090
45 H -4.327 -6.511 -5.262  O95 0.960
46 H 1.508 1.520 2.653  C131 1.090
47 H -11.469 -1.542 0.172  C92 1.090
48 H -9.810 1.020 -0.205  C18 1.090
49 H -4.027 -4.705 1.537  C121 1.090
50 H -3.153 -3.478 0.542  C121 1.090
51 H -8.373 1.120 2.024  C119 1.090
52 C 4.672 -0.521 0.685  H43 1.090, O101 1.343, H150 1.090, H176 1.090
53 C 6.810 1.723 8.133  H28 1.090, C77 1.562, N84 1.472, H162 1.090
54 H -2.169 -9.139 -4.991  C124 1.090
55 C -7.845 -1.017 -4.668  H72 1.090, H74 1.090, C156 1.524, H172 1.090
56 H 3.909 4.893 1.788  C106 1.090
57 H 7.736 3.272 4.463  C154 1.090
58 H 1.524 -0.445 0.819  C67 1.090
59 H -2.895 -1.762 -11.065  O122 0.960
60 C 3.070 3.339 6.033  H85 1.090, H104 1.090, H148 1.090, O186 1.415
61 H -0.039 -0.328 -1.192  C109 1.090
62 H -5.556 0.315 2.392  C64 1.090
63 H -2.685 -6.911 -2.011  C65 1.090
64 C -5.758 1.007 1.575  H17 1.090, N36 1.392, H62 1.090, C125 1.457
65 C -3.120 -6.525 -2.933  H63 1.090, H86 1.090, H132 1.090, C175 1.528
66 H 5.374 -2.641 3.719  C10 1.090
67 C 0.445 -0.365 0.952  H58 1.090, H71 1.090, C109 1.550, O170 1.433
68 H -8.486 0.201 -0.914  C18 1.090
69 H -2.271 -1.574 2.025  O41 0.960
70 H -0.432 5.834 -3.743  C135 1.090
71 H 0.428 -1.101 1.756  C67 1.090
72 H -7.851 -0.503 -3.707  C55 1.090
73 C -2.731 -1.787 -9.117  C8 1.524, C12 1.490, O122 1.377, H147 1.090
74 H -7.012 -0.375 -4.955  C55 1.090
75 C 3.462 4.196 3.881  H26 1.090, C106 1.594, H116 1.090, O186 1.396
76 H -0.822 4.918 -1.392  C22 1.090
77 C 7.054 3.217 7.751  O38 1.436, C53 1.562, H117 1.090, H144 1.090
78 C -4.814 3.744 -1.760  H20 1.090, H146 1.090, O190 1.409, H192 1.090
79 H -2.268 5.546 -5.515  C102 1.090
80 H -4.096 2.394 3.139  C141 1.090
81 H -3.238 -2.769 -5.603  C171 1.090
82 H 2.657 -1.621 4.508  C174 1.090
83 O -9.476 -0.880 0.509  C18 1.369, C92 1.434
84 N 5.730 1.203 7.277  C53 1.472, C145 1.479, H163 1.010
85 H 2.980 2.437 5.427  C60 1.090
86 H -4.115 -6.160 -2.675  C65 1.090
87 H -8.451 -3.869 -3.509  O88 0.960
88 O -8.686 -3.048 -3.947  H87 0.960, C156 1.387
89 H -4.189 -8.148 -3.775  C175 1.090
90 H 10.160 8.260 2.243  C11 1.090
91 H -5.389 -2.147 -3.788  C111 1.090
92 C -10.466 -1.584 -0.253  H47 1.090, O83 1.434, H137 1.090, H165 1.090
93 H 3.317 0.355 6.807  C115 1.090
94 H 0.090 -1.917 -0.444  C109 1.090
95 O -3.416 -6.815 -5.238  H45 0.960, C175 1.372
96 C 6.293 6.357 2.775  N16 1.449, H100 1.090, H180 1.090, C191 1.473
97 H 7.386 1.799 5.342  C154 1.090
98 H 6.214 3.087 5.407  C154 1.090
99 O -3.321 0.985 1.665  C125 1.430, C141 1.442
100 H 6.013 6.580 1.746  C96 1.090
101 O 4.887 -1.496 1.584  C52 1.343, C105 1.474
102 C -1.360 4.943 -5.491  H79 1.090, C135 1.538, O136 1.482, H167 1.090
103 H 6.178 -0.872 7.053  C145 1.090
104 H 2.137 3.729 6.439  C60 1.090
105 C 6.060 -1.204 2.428  C10 1.497, O101 1.474, H149 1.090, H182 1.090
106 C 4.088 5.205 2.817  N16 1.480, H56 1.090, C75 1.594, H123 1.090
107 C -2.456 3.676 -0.963  C22 1.568, H44 1.090, H166 1.090, O190 1.492
108 H -1.310 -1.943 -7.499  C12 1.090
109 C -0.289 -0.905 -0.302  H61 1.090, C67 1.550, H94 1.090, N128 1.436
110 H 6.818 -6.206 -1.961  C153 1.090
111 C -6.286 -2.714 -3.542  H1 1.090, H91 1.090, H138 1.090, C156 1.593
112 H 0.937 5.005 -7.959  C159 1.090
113 H -0.999 -1.870 -2.777  C5 1.090
114 O 7.292 -5.005 -0.484  C27 1.376, C153 1.399
115 C 4.009 -0.461 6.599  O29 1.414, H93 1.090, H130 1.090, C145 1.580
116 H 2.380 4.178 3.748  C75 1.090
117 H 6.182 3.871 7.743  C77 1.090
118 C -3.339 -3.134 2.790  O41 1.370, C121 1.532, C142 1.525, H181 1.090
119 C -8.084 1.110 0.973  C18 1.541, N36 1.403, H51 1.090, H188 1.090
120 O -2.836 -1.970 -3.766  C5 1.467, C171 1.405
121 C -3.222 -3.970 1.512  H49 1.090, H50 1.090, C118 1.532, H158 1.090
122 O -2.998 -1.168 -10.318  H59 0.960, C73 1.377
123 H 3.597 6.175 2.890  C106 1.090
124 C -2.153 -8.422 -4.171  H34 1.090, H54 1.090, H157 1.090, C175 1.493
125 C -4.494 1.103 0.856  H32 1.090, C64 1.457, O99 1.430, H187 1.090
126 H -1.726 -3.339 -4.922  C171 1.090
127 H -2.076 -3.045 -2.071  C5 1.090
128 N -1.718 -0.954 -0.165  C109 1.436, H151 1.010, C178 1.472
129 O 8.327 7.524 2.673  C11 1.430, C191 1.414
130 H 3.570 -1.393 6.955  C115 1.090
131 C 0.431 1.398 2.540  H2 1.090, H40 1.090, H46 1.090, O170 1.417
132 H -2.552 -5.652 -3.255  C65 1.090
133 H -3.516 -0.934 -1.356  C178 1.090
134 H 9.069 -4.416 0.189  C27 1.090
135 C -0.710 4.843 -4.101  N13 1.452, H70 1.090, C102 1.538, H189 1.090
136 O -0.227 5.405 -6.327  C102 1.482, C159 1.421
137 H -10.267 -2.648 -0.378  C92 1.090
138 H -6.130 -3.792 -3.505  C111 1.090
139 H -1.154 -0.524 -8.475  C12 1.090
140 H -0.597 -1.992 -9.176  C12 1.090
141 C -3.190 2.012 2.668  H19 1.090, H23 1.090, H80 1.090, O99 1.442
142 C -4.730 -2.526 2.646  H24 1.090, C118 1.525, H155 1.090, H173 1.090
143 H 9.678 6.990 1.104  C11 1.090
144 H 7.564 3.827 8.497  C77 1.090
145 C 5.362 -0.226 7.379  N84 1.479, H103 1.090, C115 1.580, H160 1.090
146 H -5.414 3.329 -0.950  C78 1.090
147 H -3.436 -1.463 -8.352  C73 1.090
148 H 3.741 3.047 6.841  C60 1.090
149 H 6.948 -0.955 1.847  C105 1.090
150 H 4.074 -0.933 -0.128  C52 1.090
151 H -1.990 -0.138 0.364  N128 1.010
152 H 8.264 -5.464 1.349  C27 1.090
153 C 7.552 -6.204 -1.155  H25 1.090, H110 1.090, O114 1.399, H183 1.090
154 C 7.284 2.884 5.376  O38 1.444, H57 1.090, H97 1.090, H98 1.090
155 H -4.627 -1.950 1.727  C142 1.090
156 C -7.539 -2.501 -4.502  H14 1.090, C55 1.524, O88 1.387, C111 1.593
157 H -1.237 -7.836 -4.237  C124 1.090
158 H -2.341 -4.608 1.575  C121 1.090
159 C -0.119 5.019 -7.689  H35 1.090, H112 1.090, O136 1.421, H184 1.090
160 H 5.090 -0.338 8.429  C145 1.090
161 H 8.159 5.381 2.766  C191 1.090
162 H 6.398 1.609 9.136  C53 1.090
163 H 5.793 1.421 6.293  N84 1.010
164 H 8.527 -3.077 1.893  C4 1.090
165 H -10.585 -1.221 -1.274  C92 1.090
166 H -2.163 3.896 0.063  C107 1.090
167 H -1.656 3.938 -5.791  C102 1.090
168 H 7.394 -2.645 0.667  C4 1.090
169 H -2.244 -3.882 -9.724  C8 1.090
170 O 0.029 0.973 1.250  C67 1.433, C131 1.417
171 C -2.744 -3.041 -4.670  H9 1.090, H81 1.090, O120 1.405, H126 1.090
172 H -8.662 -0.642 -5.283  C55 1.090
173 H -4.950 -1.777 3.406  C142 1.090
174 C 3.074 -0.622 4.380  H21 1.090, O29 1.383, H42 1.090, H82 1.090
175 C -3.343 -7.526 -4.066  C65 1.528, H89 1.090, O95 1.372, C124 1.493
176 H 4.279 0.317 1.261  C52 1.090
177 H 10.198 6.561 2.708  C11 1.090
178 C -2.430 -0.917 -1.454  C5 1.618, H15 1.090, N128 1.472, H133 1.090
179 H -2.825 -3.693 -8.171  C8 1.090
180 H 5.806 7.188 3.286  C96 1.090
181 H -3.256 -3.832 3.623  C118 1.090
182 H 5.702 -0.415 3.089  C105 1.090
183 H 7.348 -7.025 -0.468  C153 1.090
184 H -0.491 4.013 -7.887  C159 1.090
185 H -0.418 3.167 -1.832  C22 1.090
186 O 3.789 4.261 5.236  C60 1.415, C75 1.396
187 H -4.407 2.017 0.268  C125 1.090
188 H -8.161 2.138 0.619  C119 1.090
189 H 0.094 4.128 -4.277  C135 1.090
190 O -3.691 4.449 -1.283  C78 1.409, C107 1.492
191 C 7.727 6.321 3.109  H30 1.090, C96 1.473, O129 1.414, H161 1.090
192 H -4.734 2.986 -2.540  C78 1.090